# 1
ORCA calculation (wB97M-V/def2-TZVPD) on a cluster of 2 separate species, C3H10NO in total in a non-equilibrium geometry.

Kohn-Sham gap, eV: 6.5
E, a.u.: -250.25975
Molar mass, g/mol: 76.1
HOMO level, eV: -2.330

ORCA input file:
```
! wB97M-V def2-TZVPD RIJCOSX def2/J DEFGRID3
* xyz -1 1
C 1.997 -1.368 1.353
O 1.385 -1.219 0.146
H 1.697 -0.625 2.137
H 1.795 -2.368 1.806
H 3.110 -1.277 1.281
C -1.649 1.878 -0.042
C -0.688 1.024 -0.909
N -1.087 -0.373 -0.929
H -1.289 2.131 0.961
H -1.824 2.838 -0.536
H -2.611 1.360 -0.002
H -0.789 1.414 -1.931
H 0.325 1.066 -0.514
H -0.257 -0.960 -0.763
H -1.711 -0.600 -0.158
*
```

***

# 2
ORCA calculation (wB97M-V/def2-TZVPD) on an isolated molecule of C3H5NO.

Kohn-Sham gap, eV: 10.8
E, a.u.: -247.25328
Molar mass, g/mol: 71.1
SMILES: O=CN1CC1
HOMO level, eV: -9.836

ORCA input file:
```
! wB97M-V def2-TZVPD RIJCOSX def2/J DEFGRID3
* xyz 0 1
O -1.602 1.504 0.642
C -1.382 0.627 -0.165
N -0.450 -0.353 0.070
C 0.779 -0.686 -0.602
C 0.768 -0.042 0.768
H -1.957 0.483 -1.099
H 0.981 -1.753 -0.677
H 0.996 -0.163 -1.542
H 1.002 1.018 0.917
H 0.844 -0.613 1.695
*
```

***

# 3
ORCA calculation (wB97M-V/def2-TZVPD) on an isolated molecule of C3H2FN3O in a non-equilibrium geometry.

Kohn-Sham gap, eV: 10.1
E, a.u.: -454.80296
Molar mass, g/mol: 115.1
SMILES: O=Cc1[nH]nnc1F
HOMO level, eV: -10.397

ORCA input file:
```
! wB97M-V def2-TZVPD RIJCOSX def2/J DEFGRID3
* xyz 0 1
C 0.117 -1.266 0.223
C -0.039 0.068 0.231
C -1.401 0.849 0.201
H 1.332 1.545 -0.554
H -1.409 1.984 0.069
N 1.449 -1.468 -0.036
N 2.060 -0.312 -0.446
N 1.117 0.646 -0.333
O -2.403 0.127 0.208
F -0.824 -2.174 0.435
*
```

***

# 4
ORCA calculation (wB97M-V/def2-TZVPD) on a structure of composition C12H28CdN4OP2S in a non-equilibrium geometry.

Kohn-Sham gap (spin up / spin down), eV: 7.1 / 4.1
E, a.u.: -2016.58769
Molar mass, g/mol: 450.8
HOMO level (spin up / spin down), eV: -9.468 / -9.466

ORCA input file:
```
! wB97M-V def2-TZVPD RIJCOSX def2/J DEFGRID3
* xyz 1 2
Cd -0.038 0.556 0.080
P -2.420 0.315 1.232
P 1.423 2.492 -0.742
N -1.082 -1.617 -0.739
N 0.919 -0.295 -1.941
H -0.791 -3.184 -2.122
H 1.544 -2.177 -2.728
H 0.473 -2.972 -0.854
C -0.200 -2.451 -1.548
H 0.062 -1.527 -3.451
C 0.628 -1.602 -2.501
H -2.854 -2.589 -1.191
H 2.297 0.070 -3.468
C -2.330 -1.824 -0.585
C 1.790 0.466 -2.566
H -3.373 -1.927 1.298
C -3.214 -1.209 0.472
H -4.184 -0.927 0.041
H 0.778 3.682 -1.222
H 2.531 2.922 0.031
H -3.527 1.201 1.317
H -2.405 -0.223 2.573
O -2.024 1.450 -0.803
C -2.417 0.889 -2.018
C -3.917 0.854 -2.254
C -1.723 1.555 -3.192
H -2.077 -0.202 -1.985
H -4.418 0.134 -1.606
H -4.382 1.835 -2.113
H -4.078 0.543 -3.290
H -0.646 1.407 -3.125
H -2.070 1.074 -4.113
H -1.954 2.631 -3.227
C 2.129 1.763 -2.186
H 2.849 2.291 -2.813
C 2.023 0.334 5.035
N 1.637 0.372 3.617
C 1.992 -0.608 2.750
S 0.873 -1.296 1.634
N 3.239 -1.107 2.810
C 4.397 -0.375 3.332
H 2.718 -0.488 5.235
H 1.126 0.211 5.651
H 2.496 1.285 5.300
H 0.685 0.711 3.448
H 3.421 -1.846 2.132
H 4.854 -0.951 4.142
H 5.143 -0.251 2.542
H 4.099 0.605 3.708
*
```

***

# 5
ORCA calculation (wB97M-V/def2-TZVPD) on an isolated molecule of H4NOPS2 in a non-equilibrium geometry.

Kohn-Sham gap, eV: 10.1
E, a.u.: -1270.16916
Molar mass, g/mol: 129.1
SMILES: NP(=O)(S)S
HOMO level, eV: -9.656

ORCA input file:
```
! wB97M-V def2-TZVPD RIJCOSX def2/J DEFGRID3
* xyz 0 1
N -0.676 0.996 0.804
O 1.067 0.805 -1.017
P 0.069 0.055 -0.262
S 1.345 -1.325 0.783
S -1.546 -0.911 -1.123
H -0.183 1.239 1.591
H -1.604 0.605 0.951
H 2.205 -0.474 0.313
H -0.676 -0.991 -2.040
*
```

***

# 6
ORCA calculation (wB97M-V/def2-TZVPD) on a cluster of 2 separate species, BrHNO3S in total in a non-equilibrium geometry.

Kohn-Sham gap, eV: 8.4
E, a.u.: -3253.25570
Molar mass, g/mol: 175.0
HOMO level, eV: -5.089

ORCA input file:
```
! wB97M-V def2-TZVPD RIJCOSX def2/J DEFGRID3
* xyz -1 1
N 0.500 -0.708 0.507
O 0.791 1.678 0.099
O -1.374 0.631 0.893
O -0.676 0.604 -1.417
S -0.276 0.697 -0.023
Br -0.567 -2.063 0.364
H 1.602 -0.840 -0.422
*
```